Arrangement w

The following is a DFT calculation (ωB97M-V with the def2-TZVPD basis set) of one molecule with the formula C9H13N3.

## Properties
Charge: 0
2S+1: 1
Structure (SMILES): [H]/N=c1/c(C)c(C)n2n1C=C(C)C2

Last column: Mulliken charge in e.
Positions of all 25 atoms, in Å:
H  1.0127  3.3727  0.0898  0.21
N  1.8362  2.7482  0.1577  -0.76
C  1.3925  1.6090  -0.2460  0.25
C  2.0463  0.3033  -0.1764  0.86
C  3.4262  -0.0758  0.4045  -1.53
C  1.0892  -0.5681  -0.3905  0.46
C  1.1800  -2.0706  -0.4397  -1.81
N  -0.0472  0.0070  -0.9816  0.12
N  0.1319  1.4275  -0.8698  -0.32
C  -1.2995  1.9274  -0.1803  -0.38
C  -2.0307  0.8551  -0.1222  0.38
C  -3.4682  0.9474  0.4044  -1.48
C  -1.4017  -0.3525  -0.6162  -0.05
H  4.1277  -0.1704  -0.3884  0.35
H  3.3451  -0.9414  0.9818  0.42
H  3.9278  0.6861  1.0100  0.36
H  0.5687  -2.3905  -1.2562  0.45
H  0.5428  -2.3908  0.4508  0.32
H  2.1482  -2.5008  -0.5449  0.42
H  -1.4283  2.9838  -0.1238  0.34
H  -4.1303  0.9612  -0.5122  0.31
H  -3.6882  1.8676  0.7656  0.43
H  -3.8163  0.0461  1.0083  0.30
H  -1.1878  -1.2660  0.0999  0.18
H  -1.8019  -0.6113  -1.6215  0.18


Arrangement x

The following is a DFT calculation (ωB97M-V with the def2-TZVPD basis set) of one molecule with the formula C9H13N3.

## Properties
Charge: 0
2S+1: 1

Last column: Mulliken charge in e.
Positions of all 25 atoms, in Å:
C  -1.7803  -1.1270  -0.0410  -0.76
C  0.2085  0.9907  1.8010  -0.31
C  1.3313  -0.0945  -1.3437  -0.71
C  -1.2970  -0.3669  -1.0266  0.42
C  1.0441  0.5169  0.9620  -0.07
C  -1.8056  -0.7836  1.3994  -0.41
C  -1.2465  0.6338  1.9408  -0.68
C  1.6686  -1.7094  0.3921  -1.03
C  0.7350  2.0212  -2.4550  -0.72
N  -0.9309  0.6333  -1.6781  -0.63
N  1.2308  -0.3643  -0.0184  0.14
N  0.3665  0.7027  -2.0309  0.57
H  -2.1287  -2.1526  -0.2249  0.35
H  0.5884  1.7827  2.3676  0.42
H  1.4280  -1.0445  -1.8862  0.28
H  -2.8912  -0.9931  1.6558  0.36
H  -1.0690  -1.4935  1.9075  0.19
H  -1.3186  0.5657  3.0454  0.38
H  -1.9043  1.3538  1.4663  0.32
H  0.9596  -2.4592  0.0766  0.38
H  2.5697  -2.0536  -0.1560  0.37
H  1.6964  -1.6568  1.4805  0.32
H  -0.2579  2.6068  -2.5646  0.33
H  1.4455  1.9279  -3.3960  0.24
H  1.3576  2.5633  -1.6737  0.24


Stability summary - winner: arrangement w; margin: 3.957 eV.